# 1
8
Properties=species:S:1:pos:R:3:forces:R:3:nbo_charge:R:1 method="wB97M-V/def2-TZVPD" lumo_ev="-1.3 / -1.3" total_charge=0 spin_multiplicity=2 gap_ev="3.51 / 4.19" homo_energy_ev="-4.77 / -5.52"
Rb 1.380 3.161 1.755 -0.4 -0.6 -0.5 0.917
Na 3.140 -1.532 1.919 -0.2 0.1 -0.1 0.049
O -0.226 1.385 -1.221 -1.3 -4.1 -1.5 -0.810
C -1.080 -0.593 0.081 0.3 0.8 -4.6 -0.808
C -0.462 0.039 -1.262 1.7 3.6 7.4 0.242
H -2.114 -0.233 0.258 0.6 0.1 0.4 0.166
H 0.438 -0.533 -1.581 -0.7 -0.1 -1.1 0.098
H -1.076 -1.693 0.052 0.0 0.1 -0.1 0.146


# 2
7
Properties=species:S:1:pos:R:3:forces:R:3:nbo_charge:R:1 method="wB97M-V/def2-TZVPD" lumo_ev=-6.3 total_charge=+1 spin_multiplicity=1 gap_ev=9.07 homo_energy_ev=-15.40
O 1.753 0.595 1.768 0.1 0.1 -0.1 -0.178
O -0.462 -0.062 0.127 0.3 0.2 0.0 -0.605
C 1.628 0.904 0.714 -0.4 -0.4 0.2 0.807
C -1.242 -0.691 -0.553 -0.3 -0.2 -0.1 0.356
H 1.576 1.244 -0.312 0.0 0.1 -0.1 0.320
H -2.293 -0.809 -0.252 0.1 0.1 0.1 0.156
H -0.960 -1.181 -1.493 0.2 0.1 0.0 0.144


# 3
8
Properties=species:S:1:pos:R:3:forces:R:3:nbo_charge:R:1 method="wB97M-V/def2-TZVPD" lumo_ev="0.8 / -3.9" total_charge=0 spin_multiplicity=3 gap_ev="5.85 / 6.74" homo_energy_ev="-5.06 / -10.61"
P -0.073 -0.678 0.683 -2.8 0.7 0.8 0.373
O -0.566 -0.942 -2.239 -1.2 -0.7 -0.9 -0.465
O -1.101 1.158 -3.134 -1.8 2.5 -2.3 -0.457
C 0.084 -0.165 -1.198 3.3 0.1 -1.0 -0.395
C -0.663 0.368 -2.444 2.3 -2.8 3.3 0.818
H 0.182 0.674 1.025 0.8 0.2 0.1 -0.076
H 1.222 -0.355 -1.316 -1.5 0.9 -0.1 0.191
H -1.475 -0.495 1.008 0.8 -0.9 0.2 0.011


# 4
8
Properties=species:S:1:pos:R:3:forces:R:3:nbo_charge:R:1 method="wB97M-V/def2-TZVPD" lumo_ev=3.9 total_charge=-1 spin_multiplicity=1 gap_ev=7.78 homo_energy_ev=-3.84
S 1.387 2.335 -0.212 -0.2 0.9 0.0 -0.475
O 1.988 0.231 -1.653 1.0 -0.8 -1.5 -0.660
O -0.696 0.539 0.750 0.8 1.5 -2.5 -0.790
C 1.299 0.766 -0.832 -1.3 -1.4 2.2 0.328
C 0.131 -0.192 -0.161 0.8 -0.5 0.4 -0.182
H -0.318 -0.580 -1.122 -0.3 0.2 1.1 0.149
H 0.483 -1.082 0.480 0.2 1.2 -1.4 0.164
H -0.388 1.466 0.367 -0.9 -1.0 1.7 0.465


# 5
9
Properties=species:S:1:pos:R:3:forces:R:3:lowdin_charge:R:1 method="wB97M-V/def2-TZVPD" lumo_ev="-1.4 / -1.3" total_charge=0 spin_multiplicity=5 gap_ev="5.65 / 5.77" homo_energy_ev="-7.02 / -7.08"
Pm 0.842 0.122 2.024 -0.9 -0.6 -5.2 1.751
O -0.886 0.976 0.961 1.3 -0.4 1.1 -0.451
O 1.773 0.175 -0.003 -0.4 1.1 2.0 -0.596
O 0.129 -1.505 0.625 0.3 0.4 -0.2 -0.386
C -0.899 0.392 -0.312 0.4 -0.1 -1.4 -0.366
C 0.231 -0.670 -0.445 1.8 0.2 0.8 -0.389
H 1.432 -0.481 -1.201 -2.8 -0.7 2.0 0.213
H -0.763 1.126 -1.138 -0.1 -0.1 0.6 0.109
H -1.859 -0.135 -0.511 0.5 0.2 0.2 0.115


# 6
9
Properties=species:S:1:pos:R:3:forces:R:3:nbo_charge:R:1 method="wB97M-V/def2-TZVPD" lumo_ev="-7.0 / -8.9" total_charge=+1 spin_multiplicity=3 gap_ev="8.36 / 7.16" homo_energy_ev="-15.40 / -16.08"
Pt 1.755 -0.367 -0.287 9.0 -3.7 -2.4 1.277
O -0.019 -0.669 0.079 -3.7 -1.6 1.7 -0.556
O -1.155 1.226 -0.406 1.3 -1.0 2.1 -0.477
O 0.988 1.226 0.273 -0.3 3.3 2.0 -0.604
C -1.140 -1.553 0.020 -1.4 -1.1 -0.3 -0.273
C -0.177 0.736 0.102 -5.3 3.7 -3.3 0.907
H -0.949 -2.352 0.743 -0.2 0.3 -0.1 0.235
H -1.221 -1.986 -0.984 0.2 0.2 0.2 0.233
H -2.042 -0.965 0.214 0.3 -0.2 0.2 0.258


# 7
9
Properties=species:S:1:pos:R:3:forces:R:3:nbo_charge:R:1 method="wB97M-V/def2-TZVPD" lumo_ev=3.6 total_charge=-1 spin_multiplicity=1 gap_ev=7.91 homo_energy_ev=-4.28
S 0.523 -1.043 -0.655 -2.1 -1.2 -1.1 1.999
O 1.908 -0.718 -0.563 1.5 0.1 -0.4 -0.983
O -0.136 1.586 2.071 -0.8 -0.6 -0.2 -0.712
O 0.119 -2.434 -0.358 0.2 1.3 -0.1 -1.005
C 0.208 0.895 1.095 4.4 3.2 1.6 0.315
C -0.436 0.121 0.218 -1.8 -4.1 -2.4 -0.831
H 0.134 -1.038 -2.109 0.6 0.6 2.1 -0.084
H -1.364 -0.464 0.380 0.2 1.1 0.2 0.214
H 1.377 1.033 0.813 -2.1 -0.5 0.3 0.087


# 8
9
Properties=species:S:1:pos:R:3:forces:R:3:nbo_charge:R:1 method="wB97M-V/def2-TZVPD" lumo_ev=4.2 total_charge=-1 spin_multiplicity=1 gap_ev=7.28 homo_energy_ev=-3.09
S -1.589 2.332 -0.373 -2.1 -0.7 2.2 1.498
O -1.406 2.292 -1.800 0.5 0.4 -2.9 -1.061
O -0.441 2.828 0.395 1.0 0.1 0.5 -1.057
O -0.941 -0.226 0.869 -0.1 -1.4 3.1 -0.524
C 0.026 0.043 -0.123 -0.7 -1.4 -0.7 -0.158
C -1.414 0.427 -0.187 -0.1 -0.6 -4.9 -0.165
H -1.864 -0.345 -1.133 0.3 2.4 2.6 0.110
H 0.782 0.726 0.187 0.4 0.4 -0.1 0.207
H 0.212 -0.889 -0.701 0.6 0.9 0.3 0.149